{"formula": "C62H110ClN3O33", "method": "ωB97M-V/def2-TZVPD", "energy_ev": -150637.101, "e_lumo_ev": -0.34, "elements": ["H", "O", "H", "O", "C", "H", "O", "H", "H", "O", "H", "H", "H", "C", "H", "H", "O", "C", "H", "C", "H", "C", "H", "H", "C", "H", "H", "C", "H", "N", "H", "H", "C", "C", "H", "H", "H", "O", "H", "O", "H", "O", "H", "O", "H", "C", "C", "H", "H", "O", "H", "C", "H", "H", "C", "H", "H", "H", "O", "H", "C", "C", "H", "H", "C", "N", "H", "H", "H", "O", "C", "O", "C", "H", "H", "C", "O", "C", "H", "H", "H", "H", "C", "H", "H", "H", "O", "O", "C", "H", "H", "H", "H", "H", "H", "H", "H", "H", "H", "H", "H", "C", "Cl", "C", "C", "O", "C", "H", "H", "H", "C", "H", "C", "C", "H", "C", "C", "H", "H", "O", "O", "H", "O", "C", "C", "C", "C", "H", "C", "H", "C", "H", "H", "H", "H", "O", "H", "H", "C", "C", "O", "H", "O", "N", "H", "O", "C", "C", "C", "C", "H", "H", "C", "H", "C", "C", "H", "O", "H", "C", "H", "C", "C", "H", "H", "H", "C", "H", "H", "C", "H", "H", "O", "H", "C", "C", "C", "H", "O", "C", "H", "H", "O", "C", "H", "H", "H", "H", "H", "C", "H", "H", "H", "C", "H", "H", "O", "O", "O", "C", "C", "H", "H", "H", "C", "O", "C", "H", "O"], "positions_angstrom": [[1.834, -6.043, 6.438], [6.042, 3.176, -4.147], [-6.225, 1.730, -1.798], [4.813, -1.909, 3.018], [2.243, -5.920, 5.436], [-1.776, 8.501, -3.929], [-1.544, -6.597, -1.417], [7.297, -2.881, 3.204], [-3.828, -5.491, 0.410], [3.791, -1.319, -1.282], [-1.107, 2.662, -4.515], [5.666, -0.856, 1.486], [5.230, 6.689, -1.981], [-6.983, -9.564, 0.308], [0.603, -3.999, -3.406], [5.125, -0.110, -1.970], [-6.160, -7.536, 1.441], [-0.939, 1.864, -0.123], [2.446, -1.180, 4.242], [-1.222, -1.007, 5.172], [-0.821, 3.689, -1.198], [-0.141, 3.111, -0.572], [-7.800, -9.828, -0.364], [0.265, -2.055, 0.516], [-2.562, -0.325, 5.057], [0.838, -4.608, 4.330], [0.490, -2.036, -5.197], [-3.295, 5.735, -1.579], [-1.683, -7.574, 5.789], [-4.035, 1.472, 2.055], [-6.019, -9.564, -0.200], [0.398, 0.153, -6.298], [3.186, -6.260, 0.611], [2.536, 0.120, -4.539], [1.252, 0.167, 2.069], [-3.523, 8.687, -3.959], [0.917, 5.230, 1.943], [2.095, -1.134, -4.243], [-4.626, 2.300, -1.445], [-2.902, 6.769, -2.343], [4.837, -4.386, 3.574], [4.268, 3.320, -2.900], [-1.602, 5.371, 2.758], [-0.419, 3.867, 3.679], [-1.616, -0.719, -0.237], [-2.295, 1.826, -6.883], [3.574, -1.769, 2.558], [-1.273, -4.011, -4.765], [-0.144, 1.214, 2.557], [0.253, -6.611, 4.610], [5.563, 4.513, -5.563], [4.500, 6.891, -1.197], [1.185, 1.936, 1.738], [-0.068, -1.768, 2.225], [1.205, -5.632, 4.397], [4.719, 4.969, -0.400], [-2.913, -7.040, 4.546], [1.839, 8.587, -1.734], [3.344, 3.828, 1.522], [0.122, 8.873, -2.206], [-4.307, -6.035, 1.224], [5.531, 2.860, -2.998], [-1.757, 2.181, 0.524], [1.604, 3.394, -1.950], [-2.848, 6.655, -3.771], [-0.080, 0.657, 0.464], [2.908, 3.377, -4.426], [5.007, 7.393, -0.373], [-2.547, 0.082, 4.046], [6.176, 2.250, -2.128], [2.536, -2.087, 3.643], [-5.898, -6.433, -0.582], [0.910, 6.084, -2.733], [0.319, 3.652, 0.255], [-3.605, 4.068, -5.371], [-3.783, -1.287, 5.161], [-2.173, 0.973, -7.779], [5.172, -5.418, 3.679], [4.820, 2.883, -5.738], [0.334, 2.418, -2.486], [5.778, -1.114, -0.658], [2.971, -5.127, 5.609], [0.615, 1.010, 1.801], [1.710, -4.846, -0.158], [-5.403, 3.649, 0.486], [-2.269, -3.181, -3.760], [0.658, 5.954, -1.429], [1.021, 5.129, -3.529], [-3.099, 3.115, -5.214], [-2.944, 5.108, 5.255], [-2.691, 6.794, 0.389], [3.746, 7.587, -1.564], [7.932, -1.787, 1.881], [-7.949, -7.640, 0.514], [-0.745, 5.840, 4.177], [-1.459, 1.466, -0.994], [-4.000, -1.696, 6.148], [-0.964, -3.867, 1.453], [2.433, 1.119, -1.940], [-3.481, 2.761, -4.256], [1.545, -5.944, 3.410], [-0.630, 3.011, 4.719], [-2.661, -0.165, -3.022], [5.428, -2.179, -2.555], [3.868, 5.600, -0.658], [-1.926, -5.270, -3.307], [-5.469, 0.871, -0.126], [1.998, 6.441, 2.765], [6.232, -5.354, 3.927], [-7.043, 3.175, 0.304], [-4.673, 1.199, 1.085], [-4.696, -0.742, 4.920], [1.776, -5.838, 0.289], [-0.325, -3.841, -2.856], [-1.369, 4.347, -5.162], [1.750, 1.411, -1.142], [-1.334, -5.625, -2.146], [4.629, -5.976, 4.441], [-6.417, 0.411, 0.152], [-1.307, 2.713, -6.561], [3.230, -1.429, 1.435], [-1.980, -3.176, 0.241], [3.658, -5.693, 1.700], [-1.147, -0.502, 0.722], [-0.518, -1.804, 1.233], [3.834, 3.879, -4.147], [-1.546, -3.995, -3.710], [-4.362, -2.208, 3.297], [-2.701, 8.056, -4.296], [-4.949, 0.110, -0.708], [0.695, -1.206, -4.521], [-3.484, 5.223, 0.492], [-4.438, -3.268, 4.643], [-0.325, 0.632, -4.685], [-0.211, -2.838, -2.444], [2.270, -3.028, -1.615], [1.572, -2.530, 3.395], [-6.185, 4.109, -1.043], [7.196, -1.936, 2.671], [5.125, -1.108, -1.531], [0.130, 2.071, 4.965], [-1.801, -8.336, 4.155], [1.037, 7.329, -3.075], [-0.198, -1.542, 5.232], [-3.204, 3.952, 3.951], [3.721, 0.426, -4.382], [5.867, -1.787, 2.016], [-3.827, -2.476, 4.208], [0.935, 0.198, -0.635], [0.933, 2.612, -1.596], [1.006, 7.372, 0.063], [6.464, -2.473, -2.387], [-1.909, -7.420, 4.734], [5.717, -2.560, 1.263], [-6.130, 3.346, -0.267], [4.920, -6.000, 2.220], [2.978, -2.800, 4.338], [-3.499, 4.591, -1.958], [0.385, -0.276, -1.448], [-7.311, -8.292, 1.110], [-4.666, -5.339, 1.981], [-1.557, -2.981, 1.226], [0.489, 0.134, -5.212], [1.988, 4.716, 3.276], [0.007, -1.242, -3.677], [-7.839, -8.515, 2.037], [2.847, 4.970, 1.426], [-3.642, -6.686, 1.792], [5.114, -7.068, 2.117], [3.429, -2.586, -1.706], [1.544, -0.583, -0.182], [-6.832, -10.436, 0.943], [-3.375, 2.036, -6.097], [-2.348, -2.854, 1.965], [5.086, 3.681, -5.045], [-0.987, -6.421, 4.222], [1.869, 5.408, 2.443], [7.372, -1.124, 3.377], [1.579, 0.909, -4.935], [-2.441, 4.426, 4.569], [5.183, -1.921, -3.585], [1.166, -5.962, 1.183], [-1.410, -5.465, 3.609], [-5.561, -6.717, 0.578], [2.435, 1.655, -0.330], [-2.909, -2.978, 3.902], [2.709, -6.892, 5.272], [-1.913, -0.080, 1.372], [-4.409, 6.607, -0.114], [-1.272, 4.999, 3.728], [-1.984, 6.017, -3.955], [-0.635, 7.260, -0.616], [-3.726, 6.155, -4.180], [-5.603, 2.123, -0.994], [5.514, -5.433, 1.503], [1.326, -6.526, -0.426], [3.041, 5.885, 0.490], [3.850, -7.119, -0.066], [-1.779, 3.389, 5.323], [0.429, 7.231, -0.850], [-3.423, 6.143, -0.089], [3.574, 4.937, -4.173], [-2.792, 8.177, -5.376], [3.309, 5.083, -1.438], [0.870, 8.129, -1.933], [4.418, -3.137, -2.316], [-1.578, 3.283, -5.278], [-2.477, 0.490, 5.776], [-0.446, -4.716, -1.826]]}